Arrangement P

7
Properties=species:S:1:pos:R:3:nbo_charge:R:1 method="wB97M-V/def2-TZVPD" orbital_gap_ha="0.30916 / 0.32574" molar_mass_g_mol=204.93 homo_energy_ev="-9.61 / -10.71" total_charge=0
C -1.368 -0.840 -0.588 0.2652
N -1.529 0.310 -1.477 0.4203
O -2.055 1.262 -0.918 -0.3769
O -1.178 0.217 -2.619 -0.3348
F -0.576 -1.775 -1.051 -0.3014
I -3.016 -1.195 0.653 0.2817
H 0.506 0.091 0.216 0.0459

=====

Arrangement Q

7
Properties=species:S:1:pos:R:3:nbo_charge:R:1 method="wB97M-V/def2-TZVPD" orbital_gap_ha="0.32803 / 0.32809" molar_mass_g_mol=204.93 homo_energy_ev="-9.45 / -9.45" total_charge=0
C 0.179 0.472 -0.718 0.0461
N -0.220 -1.009 0.759 0.5384
O -0.791 -0.600 1.712 -0.3140
O 0.327 -2.007 0.438 -0.3249
F 1.461 0.465 -0.875 -0.3054
I -0.318 2.250 0.234 0.1410
H -0.638 0.429 -1.549 0.2189

=====

The energy of each structure relative to the most stable one, in kJ/mol, is as follows: arrangement P 232.0; arrangement Q 0.0.

=====

Arrangement P

38
Properties=species:S:1:pos:R:3:nbo_charge:R:1 method="wB97M-V/def2-TZVPD" smiles=CNCC[C@H](C)O.O.O.O.O.O.O orbital_gap_ha=0.32740 molar_mass_g_mol=211.25 homo_energy_ev=-8.54 total_charge=0
C -0.242 1.629 1.678 -0.4373
C -1.218 0.854 0.780 0.0986
C -1.918 1.718 -0.273 -0.6580
O -2.202 0.210 1.604 -0.7500
C 1.267 1.650 1.240 -0.1968
N 1.713 0.488 0.511 -0.6724
C 3.051 0.019 0.623 -0.4174
H -0.354 1.271 2.696 0.2003
H -0.542 2.675 1.704 0.2139
H -0.774 -0.028 0.333 0.1797
H -2.458 1.033 -0.922 0.2369
H -2.724 2.353 0.117 0.2121
H -1.266 2.462 -0.723 0.2354
H -2.873 0.735 1.981 0.4874
H 1.390 2.554 0.626 0.1685
H 1.921 1.865 2.088 0.1922
H 1.046 -0.143 0.135 0.3787
H 3.712 0.886 0.792 0.1974
H 3.525 -0.208 -0.336 0.1983
H 3.297 -0.732 1.377 0.1741
H 0.561 -1.755 -2.869 0.4970
H -0.338 -0.849 -3.665 0.4679
O 0.586 -1.116 -3.595 -0.9650
H -1.925 -2.520 0.612 0.4767
H -0.849 -2.468 1.731 0.5120
O -1.177 -2.974 0.965 -0.9730
H 1.019 0.695 -3.197 0.4837
H 2.373 1.365 -3.121 0.4628
O 1.455 1.551 -3.330 -0.9639
H -0.150 -0.466 3.066 0.4644
H -1.566 -0.786 2.595 0.4879
O -0.825 -1.124 3.121 -0.9829
H -1.623 -1.962 -2.207 0.4827
H -1.113 -0.498 -1.901 0.4799
O -1.867 -1.054 -2.021 -0.9564
H 1.053 -2.663 -0.530 0.4885
H -0.378 -2.413 -0.558 0.5025
O 0.416 -2.256 -1.128 -1.0066

=====

Arrangement Q

38
Properties=species:S:1:pos:R:3:nbo_charge:R:1 method="wB97M-V/def2-TZVPD" smiles=CCNC[C@@H](C)O.O.O.O.O.O.O orbital_gap_ha=0.33511 molar_mass_g_mol=211.25 homo_energy_ev=-8.84 total_charge=0
C -1.311 0.043 1.103 -0.2533
N -0.350 0.877 0.347 -0.6645
C 0.979 0.878 0.908 -0.2470
C 1.729 -0.241 0.299 0.0981
C 3.229 -0.390 0.526 -0.6586
O 1.273 -1.562 0.565 -0.7667
C -2.617 -0.134 0.276 -0.6552
H -0.882 -0.977 1.364 0.2307
H -1.546 0.510 2.070 0.1639
H -0.698 1.863 0.285 0.3995
H 1.013 0.917 1.963 0.1765
H 1.453 1.750 0.436 0.1761
H 1.468 -0.137 -0.820 0.1670
H 3.705 -0.055 1.343 0.2076
H 3.783 0.088 -0.334 0.1961
H 3.263 -1.466 0.279 0.2512
H 1.119 -1.809 1.475 0.4906
H -3.505 0.215 0.885 0.2045
H -2.737 0.656 -0.549 0.2043
H -2.947 -1.054 -0.216 0.2370
H -0.253 -2.089 -1.890 0.4526
H -0.042 -1.087 -2.909 0.4621
O -0.042 -2.022 -2.825 -0.9145
H -0.037 1.146 -3.320 0.4641
H -1.497 1.403 -2.876 0.4795
O -0.870 1.365 -3.631 -0.9416
H -2.879 3.261 0.105 0.4644
H -1.987 3.693 -0.896 0.4751
O -2.072 3.089 -0.181 -0.9229
H -1.800 -3.705 -0.388 0.4622
H -1.570 -2.223 -0.595 0.4680
O -2.064 -2.920 -0.124 -0.9254
H 2.814 1.605 -1.351 0.4481
H 2.717 2.689 -0.563 0.4473
O 2.981 2.455 -1.366 -0.8898
H 0.782 -1.966 3.731 0.4535
H -0.736 -2.546 3.619 0.5142
O 0.133 -2.117 3.257 -0.9548

=====

The energy of each structure relative to the most stable one, in kJ/mol, is as follows: arrangement P 0.0; arrangement Q 333.5.

=====

Arrangement P

10
Properties=species:S:1:pos:R:3:nbo_charge:R:1 method="wB97M-V/def2-TZVPD" smiles="O=C([O-])[C@@H]1CC1=S" orbital_gap_ha=0.28328 molar_mass_g_mol=115.13 homo_energy_ev=-4.36 total_charge=-1
C 1.318 -0.118 -0.084 -0.0212
C -1.222 1.151 0.017 0.7920
C 0.370 -1.072 0.329 -0.5304
C -0.163 0.069 -0.531 -0.3700
O -1.514 1.968 -0.811 -0.7246
O -1.514 0.962 1.203 -0.7625
S 2.844 0.380 0.136 -0.0498
H 0.159 -2.084 -0.136 0.2129
H 0.061 -0.908 1.313 0.2537
H -0.342 -0.348 -1.437 0.1998

=====

Arrangement Q

10
Properties=species:S:1:pos:R:3:nbo_charge:R:1 method="wB97M-V/def2-TZVPD" orbital_gap_ha="0.24600 / 0.24963" molar_mass_g_mol=115.13 homo_energy_ev="-3.48 / -3.27" total_charge=-1
C -0.392 -0.084 -0.320 -0.4566
C 0.793 -0.271 0.222 -0.2202
C 2.046 0.384 -0.094 0.1570
C 3.152 1.236 -0.011 0.7701
O 4.032 1.762 0.580 -0.5573
O 2.309 1.442 -1.102 -0.5221
S 3.256 -1.872 0.110 -0.7669
H -1.285 -0.595 0.076 0.1804
H -0.598 0.467 -1.151 0.1785
H 0.795 -0.810 1.127 0.2371

=====

The energy of each structure relative to the most stable one, in kJ/mol, is as follows: arrangement P 0.0; arrangement Q 266.5.

=====

Arrangement P

13
Properties=species:S:1:pos:R:3:nbo_charge:R:1 method="wB97M-V/def2-TZVPD" orbital_gap_ha=0.31223 molar_mass_g_mol=104.08 homo_energy_ev=-14.03 total_charge=+1
C -1.570 -2.569 -1.165 -0.4489
C -2.534 -1.716 -1.295 0.8906
C -0.436 -3.031 -0.943 0.7865
N 1.382 0.225 1.125 -1.0657
O -3.444 -1.087 -1.487 -0.2634
O -0.532 -0.160 -0.566 -1.0600
O 0.575 -3.650 -0.704 -0.5969
H 0.136 0.031 0.197 0.4967
H 1.105 -0.307 1.919 0.3847
H 1.841 1.104 1.244 0.4105
H 1.993 -0.530 0.692 0.3778
H -0.886 0.609 -0.980 0.4814
H 0.832 -4.608 -0.597 0.6065

=====

Arrangement Q

13
Properties=species:S:1:pos:R:3:nbo_charge:R:1 method="wB97M-V/def2-TZVPD" smiles="O=C(OO)[C@H]1C[NH2+]1" orbital_gap_ha=0.42995 molar_mass_g_mol=104.08 homo_energy_ev=-15.49 total_charge=+1
C -0.619 0.060 0.733 0.7367
C 1.216 0.301 -1.127 -0.2004
C -0.105 -0.026 -0.693 -0.1401
N 0.848 -1.105 -0.859 -0.5228
O -0.457 -0.838 1.484 -0.5087
O -1.940 0.977 2.282 -0.3907
O -1.416 1.086 0.964 -0.2201
H 1.480 0.541 -2.209 0.2786
H 1.749 0.867 -0.333 0.2723
H -0.802 -0.118 -1.446 0.2570
H 0.591 -1.825 -1.577 0.4659
H 1.240 -1.639 -0.041 0.4801
H -1.785 1.721 2.824 0.4922

=====

The energy of each structure relative to the most stable one, in kJ/mol, is as follows: arrangement P 0.0; arrangement Q 63.3.